Formula: C5H10O
Source: the Open Molecules 2025 dataset
Level of theory: ωB97M-V/def2-TZVPD

XYZ file:
```
16
Properties=species:S:1:pos:R:3:forces:R:3
O 0.446 -0.422 1.607 0.0 0.0 0.2
C -1.507 0.894 -0.600 0.0 0.0 0.0
C 1.577 -0.160 0.800 0.2 0.1 -0.1
C 1.013 0.362 -0.531 0.0 0.1 0.0
C -0.435 -0.196 -0.567 0.0 0.0 0.0
C -0.489 -1.022 0.733 -0.2 -0.1 -0.1
H -1.446 1.527 0.293 0.0 -0.1 -0.1
H 2.152 -1.089 0.646 -0.1 0.1 0.0
H 2.217 0.556 1.323 -0.1 -0.1 -0.1
H -1.398 1.540 -1.479 0.0 -0.1 0.1
H -0.573 -0.849 -1.435 0.0 0.0 0.1
H -1.467 -1.006 1.225 0.1 0.0 -0.1
H -2.511 0.454 -0.633 0.2 0.1 0.0
H -0.204 -2.070 0.536 0.0 0.1 0.1
H 1.005 1.456 -0.543 0.0 -0.1 0.0
H 1.618 0.027 -1.377 -0.1 0.0 0.1
```
Forces are in eV/Å.

Computed properties:
Total energy   -271.7362 Ha
HOMO   -9.7 eV
Energy relative to the best compared isomer or geometry (same formula, charge and spin)   43.2 kJ/mol
Spin multiplicity   1

---

Formula: C5H10O2
Source: the Open Molecules 2025 dataset
Level of theory: ωB97M-V/def2-TZVPD

XYZ file:
```
17
Properties=species:S:1:pos:R:3:forces:R:3
O 0.918 1.109 1.464 -0.9 -0.5 1.0
O 3.797 0.473 1.712 1.7 2.1 0.5
C -0.914 0.524 -0.024 1.8 0.2 1.0
C -1.490 -0.518 -0.661 0.1 -1.8 -1.7
C -1.225 -0.875 -2.052 -0.6 0.8 1.0
C -0.320 0.374 1.345 -2.2 -2.3 0.3
C -2.233 -1.374 -2.838 -0.4 -0.8 -1.1
H -2.440 -1.177 -3.885 0.8 -0.3 -0.3
H 3.404 0.556 2.607 0.4 0.2 -0.8
H 1.563 0.394 1.409 0.2 0.5 -0.3
H 4.440 1.280 1.611 -2.1 -2.3 0.4
H -1.272 0.597 1.905 1.7 1.0 1.4
H -0.184 -0.764 1.631 0.2 2.0 -0.7
H -0.705 1.527 -0.345 0.3 0.2 -1.1
H -2.195 -1.175 -0.069 0.6 0.1 -0.6
H -3.009 -1.963 -2.394 -0.8 0.1 0.6
H -0.220 -0.713 -2.496 -0.8 0.8 0.4
```
Forces are in eV/Å.

Computed properties:
<S²>   0.7805
Total energy   -346.8249 Ha
HOMO (alpha / beta)   0.0 / -1.8 eV
Net charge   -1
Energy relative to the best compared isomer or geometry (same formula, charge and spin)   284.2 kJ/mol
Spin multiplicity   2

---

Formula: C5H10O2
Source: the Open Molecules 2025 dataset
Level of theory: ωB97M-V/def2-TZVPD

XYZ file:
```
17
Properties=species:S:1:pos:R:3:forces:R:3
O -0.558 -1.529 -3.390 1.4 0.3 2.4
O 0.303 -1.578 0.494 -0.1 -1.5 -0.1
C -1.456 0.578 0.785 2.5 2.0 -0.7
C -0.037 0.724 0.691 -1.1 1.0 0.1
C 2.317 -0.217 0.770 0.3 2.3 1.0
C -2.300 1.657 0.719 -1.2 1.6 0.4
C 0.870 -0.300 0.445 -0.7 1.0 -0.2
H -0.838 -1.028 -2.578 -0.4 -0.2 -1.2
H -1.970 2.482 1.336 -0.1 0.9 -0.5
H 2.422 0.350 1.760 0.1 -0.4 -0.9
H -3.169 1.822 0.048 0.3 -0.6 0.9
H -1.849 -0.331 0.640 -1.3 -3.6 -0.8
H 2.874 0.420 0.028 0.0 -1.0 0.6
H 0.166 1.843 0.643 0.7 -1.6 0.2
H 0.145 -1.948 -0.389 0.2 0.4 0.5
H 0.330 -1.772 -3.001 -1.0 0.1 -1.2
H 2.750 -1.173 0.998 0.4 -0.6 -0.5
```
Forces are in eV/Å.

Computed properties:
<S²>   0.7794
Total energy   -346.8684 Ha
HOMO (alpha / beta)   -0.2 / -2.1 eV
Net charge   -1
Energy relative to the best compared isomer or geometry (same formula, charge and spin)   170.2 kJ/mol
Spin multiplicity   2

---

Formula: C5H10O2
Source: the Open Molecules 2025 dataset
Level of theory: ωB97M-V/def2-TZVPD

XYZ file:
```
17
Properties=species:S:1:pos:R:3:forces:R:3
O -1.109 0.336 1.707 0.0 -0.3 0.0
O 0.559 -0.192 -0.938 0.1 -0.2 -0.4
C 0.210 0.055 -2.268 0.0 0.1 -0.4
C -1.444 0.629 0.344 -0.1 0.0 -0.3
C 0.299 0.208 1.385 0.3 0.4 0.1
C 0.836 -1.222 1.424 0.2 -0.6 0.2
C 0.048 0.729 -0.036 0.0 0.2 0.3
H 0.594 -1.628 2.405 0.2 0.0 0.2
H 0.448 -1.960 0.686 -0.2 1.0 0.3
H 0.861 0.898 2.051 -0.1 -0.6 -0.4
H 0.665 -0.740 -2.864 -0.1 0.1 0.0
H 0.604 1.025 -2.603 -0.1 -0.1 0.0
H -1.960 -0.210 -0.144 0.1 0.1 0.1
H 1.931 -1.258 1.288 -0.4 0.3 0.2
H 0.389 1.751 -0.277 0.0 -0.2 0.2
H -2.051 1.539 0.248 0.1 -0.2 0.1
H -0.882 0.038 -2.409 0.2 0.0 0.0
```
Forces are in eV/Å.

Computed properties:
Total energy   -346.9274 Ha
HOMO   -9.6 eV
Energy relative to the best compared isomer or geometry (same formula, charge and spin)   257.4 kJ/mol
Spin multiplicity   1